Entry 1:
122
Properties=species:S:1:pos:R:3 method="wB97M-V/def2-TZVPD" gap_ev=8.94 lumo_ev=0.15 total_charge=0 smiles=COC[C@H](C)N.COC[C@H](C)N.COC[C@H](C)N.COC[C@H](C)N.CCO.CCO.CCO.CCO.CCO.O.O.O homo_ev=-8.79 total_energy_ha=-2160.1748
O 2.22 -8.98 2.10
O 0.02 7.09 -2.60
O -3.82 -0.55 -7.56
O -2.82 -0.64 1.21
O 3.47 -2.60 -5.58
O -3.04 3.06 4.53
O 3.54 -2.62 3.38
O 2.33 2.40 4.61
O 10.25 -2.59 -0.99
O -7.42 1.81 -0.58
O -0.46 -0.08 10.13
O -8.01 -1.79 1.28
N -3.74 2.99 -8.67
N -2.69 -1.34 8.01
N 6.48 -3.19 -1.15
N -3.12 6.72 -4.50
C -3.63 0.85 -7.46
C 1.41 7.08 -2.98
C 7.79 -2.60 -1.59
C 1.26 -9.40 1.08
C -0.57 1.29 9.62
C -5.17 -0.80 -8.14
C -2.35 -3.19 9.51
C -4.39 4.99 4.54
C 8.93 -3.17 -0.70
C 11.26 -3.45 -0.61
C -0.73 -1.14 0.06
C -2.77 5.95 -2.24
C 2.15 -2.87 -5.91
C -0.80 6.74 -3.73
C -3.46 1.61 -8.83
C -2.09 -1.69 9.22
C -1.79 -1.60 1.02
C -2.00 1.57 -9.30
C 7.43 -1.14 -1.31
C 2.15 4.72 3.85
C -0.04 -9.08 1.70
C -4.30 3.57 4.98
C 2.97 3.43 3.94
C -0.66 -1.14 9.23
C -2.31 6.93 -3.34
C 1.94 -4.43 -5.92
H 1.76 6.20 -3.52
H -3.66 -1.08 1.05
H -2.30 6.23 -1.30
H -4.42 3.47 6.06
H 2.72 5.59 3.50
H 6.67 -0.75 -1.98
H -1.39 -1.86 2.00
H 3.25 3.08 2.95
H -1.66 0.54 -9.31
H 1.68 8.03 -3.45
H 1.16 4.64 3.41
H -5.18 -0.41 -9.16
H -0.22 -1.95 -0.46
H -0.22 -9.54 2.67
H 6.68 -4.16 -0.94
H -4.73 2.89 -8.50
H -3.54 5.44 4.03
H 2.05 7.04 -2.10
H 2.06 -9.59 2.83
H -2.43 -0.38 7.82
H -3.83 6.08 -4.17
H -4.53 1.33 -7.09
H -3.78 3.50 -9.55
H -5.01 2.85 4.58
H 3.90 3.65 4.48
H -0.38 -0.78 8.24
H 3.67 -3.38 3.94
H -2.34 4.99 -2.54
H 12.26 -3.02 -0.69
H -2.63 7.88 -2.91
H -0.22 -8.00 1.77
H 0.91 -4.76 -6.03
H -2.35 -1.93 7.27
H -2.17 -3.86 8.67
H 1.94 -2.33 -6.83
H -3.98 1.09 -9.63
H 8.17 -0.38 -1.57
H 0.37 1.55 9.14
H -3.22 2.35 3.92
H 8.09 -2.81 -2.62
H 0.03 -1.97 9.39
H -5.32 5.23 4.03
H -1.98 1.95 -10.32
H 3.65 -2.96 -4.71
H 9.06 -4.24 -0.86
H 7.25 -0.93 -0.25
H 11.16 -3.85 0.40
H -3.35 -3.47 9.83
H -2.66 6.32 -5.31
H -0.72 2.12 10.31
H -1.24 2.00 -8.65
H -0.89 -9.46 1.13
H -3.86 5.94 -2.11
H 3.51 -1.88 3.98
H 1.49 2.36 4.14
H -8.41 -2.38 0.65
H -1.37 1.35 8.89
H -2.60 -1.13 10.00
H 2.15 -4.74 -4.90
H -1.65 -3.44 10.30
H 2.58 -4.92 -6.66
H -0.47 7.39 -4.54
H 6.29 -2.86 -0.21
H 1.58 -2.43 -5.10
H -6.59 2.01 -0.15
H -5.28 -1.88 -8.17
H 1.36 -10.45 0.81
H -1.21 -0.46 -0.65
H -8.08 -2.25 2.12
H -7.71 0.99 -0.19
H -2.86 1.12 -6.74
H -4.72 5.61 5.38
H -0.65 5.71 -4.05
H -2.28 -2.52 0.69
H -5.99 -0.34 -7.61
H 11.26 -4.32 -1.27
H 8.77 -3.02 0.36
H -0.03 -0.54 0.64
H 1.73 4.88 4.84
H 1.47 -8.71 0.26


Entry 2:
55
Properties=species:S:1:pos:R:3 method="wB97M-V/def2-TZVPD" gap_ev=4.91 lumo_ev=-3.51 total_charge=0 homo_ev=-8.41 total_energy_ha=-3353.9349
S -2.42 1.32 10.58
S -2.83 3.12 8.40
F 2.46 3.93 6.09
F 2.73 3.47 3.40
F 1.33 -0.85 6.14
F -2.73 -1.51 4.81
F -0.62 -4.89 7.54
F 0.94 2.22 7.58
F -3.11 -0.90 7.94
F 1.46 -3.49 6.44
F -4.84 -1.12 3.31
F 1.14 1.59 2.18
F -2.91 -3.57 8.28
F -4.82 3.51 4.32
F -2.45 3.20 5.54
F -5.98 1.36 3.06
F -0.67 0.22 3.60
C -0.26 3.40 11.45
C 1.00 5.07 9.58
C -0.97 -0.79 6.88
C -1.87 -2.89 7.77
C -0.13 1.40 5.61
C -0.67 3.40 10.10
C -0.11 4.34 9.21
C 1.81 2.79 4.12
C -0.71 -3.56 7.38
C 0.22 -1.47 6.61
C 0.75 4.27 11.86
C 1.42 5.07 10.92
C -4.36 -0.08 4.01
C -1.74 2.55 9.60
C -4.08 2.14 10.67
C 0.81 2.23 6.22
C -4.32 2.27 4.49
C -4.39 2.79 9.33
C -4.92 1.18 3.86
C 0.04 1.18 4.25
C -1.96 -1.52 7.54
C -2.63 0.80 5.50
C 1.70 3.00 5.49
C 0.99 1.86 3.49
C -3.15 2.06 5.22
C 0.34 -2.85 6.83
C -3.24 -0.26 4.83
B -1.31 0.70 6.43
H 1.53 5.66 8.83
H -5.01 2.15 8.68
H -4.00 2.89 11.46
H 1.02 4.34 12.92
H -1.54 1.36 7.49
H -0.59 4.50 8.24
H -4.89 3.76 9.42
H 2.25 5.70 11.22
H -0.81 2.78 12.17
H -4.81 1.38 10.92


Entry 3:
68
Properties=species:S:1:pos:R:3 method="wB97M-V/def2-TZVPD" s_squared=0.7620 gap_ev="7.44 / 8.07" lumo_ev="-1.54 / -0.95" total_charge=0 homo_ev="-8.98 / -9.02" total_energy_ha=-8050.9493 multiplicity=2
Br -2.45 2.77 -0.84
Cr -0.99 -0.26 0.84
S -2.71 -0.76 3.60
S -2.36 1.93 2.75
S 1.03 -0.70 1.99
P 0.41 0.74 -0.93
F 2.73 -4.93 2.56
F 3.68 -3.36 1.39
F -2.69 4.27 -3.32
F -1.94 3.32 4.89
F 1.22 2.99 -5.50
F -0.99 4.05 3.08
F -0.17 2.32 4.12
F -4.71 -2.19 4.34
F -5.30 -0.32 3.42
F -1.07 4.42 -5.44
F -4.59 -1.99 2.20
F 2.66 -2.88 3.24
F 1.88 1.42 -3.52
O -3.41 2.77 2.30
O -2.50 -0.45 -0.40
O -4.12 0.28 0.99
O -2.37 -1.39 4.83
O -1.37 1.49 1.71
O -1.93 -1.21 2.42
N -2.66 0.80 3.79
N -0.38 -2.13 0.46
C -0.13 1.89 -2.30
C -4.47 -1.34 3.34
C 3.79 3.28 0.87
C 4.11 2.38 -0.14
C -0.27 -4.40 -0.16
C 0.85 -4.54 0.65
C 2.47 3.42 1.28
C 0.68 -2.24 1.26
C 2.60 -3.65 2.16
C 1.33 -3.48 1.38
C 0.70 2.05 -3.41
C -1.28 2.68 -2.28
C 2.52 -2.57 -2.16
C 1.03 -0.69 -1.88
C 0.63 -2.30 -3.63
C -0.87 -3.17 -0.23
C -0.77 3.61 -4.43
C 1.48 2.64 0.71
C 3.12 1.61 -0.73
C -1.59 3.52 -3.33
C -3.74 -0.18 -0.07
C 0.39 2.88 -4.46
C 2.15 -1.42 -1.47
C 0.26 -1.16 -2.94
C -1.29 2.97 3.80
C 1.80 1.72 -0.29
C 1.76 -3.01 -3.24
H 4.57 3.87 1.34
H -4.47 -0.41 -0.85
H 2.21 4.13 2.06
H 1.35 -5.50 0.71
H -1.74 -2.97 -0.84
H 3.38 0.93 -1.52
H 0.04 -2.65 -4.47
H 2.06 -3.90 -3.79
H 3.40 -3.12 -1.85
H 5.14 2.28 -0.47
H -0.67 -5.23 -0.73
H 0.46 2.75 1.04
H 2.73 -1.09 -0.62
H -0.63 -0.62 -3.25